Entry 1:
# C41H28BaCl2IN7O4S

C41H28BaCl2IN7O4S as an isolated structure (ωB97M-V with the def2-TZVPD basis set, the Open Molecules 2025 dataset).

Output
Gap between HOMO and LUMO = 5.761 eV
HOMO energy = -2.17 eV
E_LUMO = 3.59 eV
Net charge = -2
Calculated total energy = -106271.8479 eV
ΔE to the lowest compared entry with this formula, charge and spin = 0.072 eV
Spin multiplicity = 1

Geometry (Å):
Ba  -0.95  -1.31  0.48
Cl  -6.24  -6.22  2.61
C  -4.71  -5.60  2.03
C  -4.60  -4.25  1.77
C  -3.41  -3.67  1.32
N  -3.29  -2.29  1.21
C  -4.36  -1.52  1.00
O  -5.52  -1.84  0.69
C  -4.13  -0.03  1.25
C  -5.25  0.80  1.29
C  -5.09  2.13  1.63
C  -3.83  2.60  1.93
C  -2.77  1.70  1.85
N  -2.92  0.43  1.53
C  -2.28  -4.52  1.09
C  -2.43  -5.88  1.38
C  -3.62  -6.42  1.84
Cl  -3.71  -8.13  2.16
N  -1.11  -3.99  0.56
C  -0.03  -4.73  0.35
O  0.23  -5.90  0.72
C  1.04  -4.09  -0.53
C  2.20  -4.81  -0.80
C  3.13  -4.29  -1.68
C  2.87  -3.07  -2.29
C  1.70  -2.41  -1.96
N  0.81  -2.91  -1.10
H  -5.46  -3.61  1.90
H  -6.21  0.37  1.04
H  -5.95  2.79  1.66
H  -3.65  3.63  2.20
H  -1.76  2.02  2.05
H  -1.59  -6.53  1.24
H  2.34  -5.76  -0.31
H  4.04  -4.83  -1.90
H  3.57  -2.62  -2.99
H  1.46  -1.45  -2.39
C  0.53  1.51  4.00
C  1.23  2.08  2.80
N  1.78  3.28  2.91
C  2.39  3.82  1.86
C  2.52  3.18  0.63
C  3.12  3.94  -0.53
O  4.48  4.32  -0.31
C  1.98  1.91  0.50
C  1.95  1.12  -0.74
N  2.93  0.77  -1.47
C  4.26  1.09  -1.22
C  4.92  1.90  -2.16
C  6.26  2.23  -2.02
C  6.99  1.73  -0.96
C  6.38  0.89  -0.05
C  5.04  0.56  -0.17
I  4.23  -0.81  1.21
C  1.26  1.32  1.59
O  0.70  0.18  1.47
H  1.19  1.55  4.87
H  0.23  0.49  3.82
H  -0.36  2.10  4.25
H  2.80  4.82  1.99
H  2.58  4.88  -0.67
H  3.02  3.36  -1.45
H  4.98  3.52  -0.14
H  0.96  0.79  -1.05
H  4.34  2.28  -2.99
H  6.72  2.88  -2.75
H  8.04  1.99  -0.84
H  6.94  0.48  0.78
S  -2.63  0.86  -4.24
C  -2.28  -0.82  -4.38
C  -1.71  -1.31  -3.24
C  -1.51  -0.36  -2.18
C  -1.96  0.85  -2.60
C  -1.88  2.10  -1.87
C  -2.77  3.16  -2.11
C  -2.62  4.34  -1.41
C  -1.60  4.45  -0.47
C  -0.80  3.34  -0.27
N  -0.92  2.20  -0.94
H  -2.52  -1.35  -5.29
H  -1.44  -2.35  -3.15
H  -3.57  3.04  -2.82
H  -3.30  5.17  -1.59
H  -1.44  5.35  0.10
H  0.00  3.37  0.47

---

Entry 2:
# C3H9NO2

A single C3H9NO2 molecule (ωB97M-V with the def2-TZVPD basis set, the Open Molecules 2025 dataset).

Output
SMILES string = OCCNCO
Gap between HOMO and LUMO = 10.206 eV
HOMO energy = -9.38 eV
E_LUMO = 0.83 eV
Net charge = 0
Calculated total energy = -8841.2128 eV
ΔE to the lowest compared entry with this formula, charge and spin = 1.742 eV
Spin multiplicity = 1

Geometry (Å):
O  -2.28  1.50  0.58
C  -1.16  0.70  0.93
C  -0.13  0.79  -0.23
N  0.20  -0.45  -0.90
C  1.00  -1.37  -0.13
O  2.38  -1.09  -0.31
H  -2.77  1.79  1.36
H  -0.70  1.09  1.84
H  -1.50  -0.33  1.10
H  -0.55  1.52  -0.93
H  0.78  1.23  0.17
H  -0.65  -0.86  -1.25
H  0.83  -1.29  0.94
H  0.78  -2.36  -0.51
H  2.45  -0.62  -1.15

---

Look up the ΔE to the lowest compared entry with this formula, charge and spin of the first one. 0.072 eV